{
  "formula": "C17H33F3N7O5PS",
  "method": "ωB97M-V/def2-TZVPD",
  "elements": ["C", "C", "N", "C", "C", "C", "O", "C", "S", "O", "O", "C", "F", "F", "F", "C", "C", "C", "N", "N", "N", "C", "O", "H", "H", "H", "H", "H", "H", "H", "H", "H", "H", "H", "H", "H", "H", "H", "C", "N", "C", "P", "O", "N", "C", "C", "N", "C", "C", "H", "H", "H", "H", "H", "H", "H", "H", "H", "H", "H", "H", "H", "H", "H", "H", "H", "H"],
  "xyz": [[1.84, 3.21, -3.70], [2.77, 2.10, -3.25], [3.69, 2.59, -2.22], [4.32, 1.63, -1.46], [4.93, 0.53, -1.91], [5.55, -0.37, -0.93], [6.59, -0.96, -1.10], [4.81, -0.48, 0.38], [4.80, -2.03, 1.25], [5.91, -2.09, 2.16], [3.48, -2.29, 1.72], [5.10, -3.35, -0.06], [4.36, -4.40, 0.32], [6.38, -3.71, -0.09], [4.69, -2.96, -1.27], [4.21, 0.61, 0.88], [3.47, 0.77, 2.15], [1.93, 1.02, 1.98], [1.54, 1.95, 3.06], [1.23, -0.25, 2.05], [1.53, 1.62, 0.71], [4.35, 1.85, 0.02], [4.46, 2.94, 0.51], [1.35, 2.94, -4.63], [1.06, 3.40, -2.95], [2.40, 4.12, -3.89], [2.20, 1.24, -2.90], [3.34, 1.75, -4.11], [3.18, 3.20, -1.58], [5.03, 0.26, -2.96], [3.86, 1.65, 2.66], [3.63, -0.07, 2.83], [1.23, 2.83, 2.68], [0.75, 1.56, 3.56], [1.46, -0.67, 2.95], [0.24, 0.00, 2.09], [1.78, 1.04, -0.08], [1.84, 2.57, 0.61], [-2.21, -0.86, -1.02], [-3.01, -1.71, -0.17], [-2.30, -2.87, 0.35], [-4.10, -1.05, 0.99], [-3.17, -0.53, 2.04], [-4.86, 0.52, 0.66], [-4.59, 1.26, -0.55], [-4.92, 1.43, 1.80], [-5.43, -1.80, 0.28], [-5.47, -2.40, -1.04], [-6.73, -1.54, 0.89], [-1.71, -1.50, -1.76], [-1.43, -0.30, -0.49], [-2.82, -0.16, -1.58], [-3.01, -3.67, 0.59], [-1.72, -2.65, 1.25], [-1.62, -3.25, -0.41], [-3.55, 1.61, -0.63], [-5.24, 2.15, -0.58], [-4.84, 0.68, -1.44], [-3.99, 1.98, 1.97], [-5.15, 0.89, 2.72], [-5.72, 2.15, 1.62], [-5.28, -1.67, -1.82], [-6.47, -2.82, -1.19], [-4.76, -3.22, -1.15], [-7.24, -0.72, 0.38], [-6.62, -1.27, 1.94], [-7.35, -2.44, 0.86]],
  "nbo_charge": [-0.620, -0.214, -0.572, 0.127, -0.361, 0.528, -0.501, -0.380, 2.087, -0.885, -0.892, 0.756, -0.302, -0.285, -0.313, 0.013, -0.491, 0.419, -0.860, -0.820, -0.857, 0.594, -0.515, 0.225, 0.208, 0.220, 0.180, 0.197, 0.375, 0.244, 0.264, 0.242, 0.363, 0.367, 0.362, 0.369, 0.367, 0.362, -0.402, -0.809, -0.417, 2.303, -1.019, -0.794, -0.404, -0.398, -0.768, -0.382, -0.403, 0.194, 0.184, 0.201, 0.195, 0.201, 0.202, 0.168, 0.195, 0.191, 0.176, 0.205, 0.183, 0.188, 0.197, 0.216, 0.197, 0.206, 0.194],
  "mol_weight_g_mol": 535.53,
  "homo_lumo_gap_ha": 0.254,
  "e_tot_ev": -67105.839
}

{
  "formula": "C17H33HgO11S4",
  "method": "ωB97M-V/def2-TZVPD",
  "elements": ["Hg", "O", "C", "O", "O", "H", "C", "C", "C", "S", "O", "O", "C", "H", "H", "H", "H", "H", "H", "H", "H", "C", "C", "C", "S", "O", "O", "C", "H", "H", "H", "H", "H", "H", "H", "H", "C", "C", "C", "S", "O", "O", "C", "H", "H", "H", "H", "H", "H", "H", "H", "C", "C", "C", "S", "O", "O", "C", "H", "H", "H", "H", "H", "H", "H", "H"],
  "xyz": [[17.92, -18.93, -11.80], [15.55, -22.16, -11.05], [16.22, -21.15, -11.52], [17.18, -21.30, -12.25], [15.89, -19.96, -11.33], [16.03, -22.91, -11.42], [13.07, -16.07, -11.63], [14.00, -15.00, -12.17], [14.36, -15.55, -13.57], [14.89, -17.27, -13.33], [16.31, -17.35, -12.87], [14.30, -18.07, -14.39], [13.86, -17.39, -11.78], [12.12, -16.03, -12.16], [12.83, -15.76, -10.62], [14.83, -14.92, -11.48], [13.35, -14.14, -12.03], [14.91, -15.01, -14.34], [13.39, -15.64, -14.05], [14.48, -17.81, -10.99], [13.08, -18.11, -12.03], [17.16, -19.92, -17.70], [17.54, -21.32, -17.18], [18.60, -21.15, -16.20], [18.45, -19.39, -15.53], [19.69, -18.65, -15.95], [18.13, -19.35, -14.12], [16.88, -19.09, -16.49], [16.21, -20.01, -18.22], [17.92, -19.45, -18.32], [17.90, -21.84, -18.07], [16.63, -21.77, -16.76], [19.63, -21.23, -16.53], [18.43, -21.93, -15.46], [16.63, -18.03, -16.48], [16.21, -19.57, -15.78], [13.79, -19.36, -7.51], [13.25, -20.23, -8.77], [11.83, -19.69, -9.01], [11.27, -18.68, -7.61], [10.07, -19.25, -7.02], [11.30, -17.27, -8.03], [12.68, -19.01, -6.58], [14.21, -18.44, -7.91], [14.37, -20.05, -6.90], [13.14, -21.26, -8.44], [13.92, -20.22, -9.63], [11.23, -20.60, -9.10], [11.79, -19.22, -9.99], [12.41, -19.90, -6.02], [12.84, -18.11, -5.98], [16.00, -24.73, -6.76], [16.35, -24.12, -8.13], [16.68, -22.65, -8.03], [17.45, -22.54, -6.41], [16.80, -21.45, -5.66], [18.87, -22.77, -6.75], [16.82, -24.13, -5.67], [16.27, -25.78, -6.85], [14.94, -24.53, -6.64], [15.61, -24.30, -8.90], [17.20, -24.64, -8.57], [15.77, -22.04, -8.04], [17.31, -22.24, -8.82], [16.20, -23.78, -4.84], [17.70, -24.57, -5.21]],
  "nbo_charge": [1.674, -0.642, 0.952, -0.764, -0.815, 0.512, -0.406, -0.412, -0.654, 2.105, -1.029, -0.895, -0.645, 0.219, 0.255, 0.214, 0.253, 0.267, 0.252, 0.258, 0.254, -0.428, -0.420, -0.621, 2.065, -0.887, -1.062, -0.581, 0.242, 0.237, 0.249, 0.220, 0.265, 0.259, 0.265, 0.242, -0.418, -0.399, -0.694, 2.140, -0.913, -0.946, -0.666, 0.213, 0.242, 0.201, 0.232, 0.254, 0.241, 0.243, 0.270, -0.427, -0.409, -0.657, 2.086, -0.923, -0.926, -0.621, 0.240, 0.223, 0.220, 0.216, 0.229, 0.240, 0.250, 0.261],
  "mol_weight_g_mol": 742.30,
  "relative_energy_kcal_mol": 86.0,
  "total_charge": 1,
  "homo_lumo_gap_ha": 0.185,
  "e_tot_ev": -88190.229
}

{
  "formula": "C17H33KN4O7P2",
  "method": "ωB97M-V/def2-TZVPD",
  "elements": ["K", "C", "C", "C", "C", "C", "C", "C", "C", "C", "H", "H", "H", "H", "H", "H", "H", "H", "H", "H", "H", "H", "C", "C", "O", "P", "O", "O", "O", "P", "O", "O", "O", "H", "H", "H", "H", "H", "H", "H", "N", "C", "C", "C", "N", "H", "H", "H", "H", "H", "H", "H", "H", "H", "H", "N", "C", "C", "N", "C", "H", "H", "H", "H"],
  "xyz": [[-0.32, -0.16, 0.01], [2.58, 1.86, -3.42], [2.75, 1.33, -2.02], [2.66, 2.17, -0.91], [2.86, 1.70, 0.38], [2.78, 2.63, 1.57], [3.14, 0.35, 0.56], [3.21, -0.53, -0.53], [3.55, -1.99, -0.32], [3.01, -0.02, -1.81], [2.08, 2.83, -3.42], [2.00, 1.17, -4.04], [3.55, 1.99, -3.90], [2.44, 3.23, -1.07], [3.68, 3.25, 1.63], [2.69, 2.08, 2.50], [1.93, 3.31, 1.48], [3.30, -0.04, 1.56], [4.63, -2.13, -0.25], [3.18, -2.60, -1.14], [3.11, -2.36, 0.61], [3.04, -0.70, -2.66], [-2.83, 0.29, 3.89], [-1.46, -0.36, 3.73], [-0.92, -0.68, 5.02], [-0.27, 0.81, 2.98], [1.08, -0.03, 2.86], [0.05, 1.90, 4.09], [-0.73, 1.40, 1.70], [-1.45, -1.92, 2.69], [-2.86, -1.90, 1.89], [-1.40, -3.05, 3.66], [-0.41, -1.75, 1.61], [-2.76, 1.17, 4.52], [-3.51, -0.42, 4.37], [-3.25, 0.58, 2.92], [-0.90, -1.65, 5.07], [0.78, -0.84, 2.33], [0.27, 1.48, 4.93], [-3.55, -2.32, 2.42], [-0.68, 1.54, -2.17], [-1.75, 2.51, -1.86], [-3.14, 1.86, -1.95], [-3.46, 0.88, -0.82], [-2.84, -0.44, -1.04], [0.23, 1.96, -2.00], [-0.70, 1.29, -3.15], [-1.73, 3.39, -2.51], [-1.60, 2.86, -0.84], [-3.23, 1.35, -2.91], [-3.88, 2.66, -1.95], [-4.55, 0.81, -0.71], [-3.07, 1.28, 0.12], [-3.30, -0.92, -1.81], [-2.97, -1.03, -0.22], [-0.10, -4.24, -2.06], [-0.49, -3.70, -3.26], [-0.27, -2.36, -3.14], [0.25, -2.07, -1.90], [0.34, -3.23, -1.28], [-0.14, -5.21, -1.80], [-0.89, -4.30, -4.07], [-0.46, -1.59, -3.87], [0.69, -3.37, -0.26]],
  "nbo_charge": [0.893, -0.635, -0.045, -0.213, 0.002, -0.640, -0.243, -0.009, -0.636, -0.178, 0.212, 0.214, 0.225, 0.199, 0.218, 0.227, 0.224, 0.220, 0.222, 0.217, 0.217, 0.202, -0.630, -0.499, -0.754, 2.375, -1.024, -0.981, -1.151, 2.356, -1.015, -1.136, -1.217, 0.222, 0.216, 0.229, 0.513, 0.528, 0.520, 0.508, -0.850, -0.218, -0.410, -0.222, -0.862, 0.367, 0.353, 0.167, 0.199, 0.191, 0.210, 0.170, 0.200, 0.355, 0.380, -0.521, -0.115, -0.096, -0.495, 0.172, 0.420, 0.221, 0.207, 0.223],
  "mol_weight_g_mol": 506.52,
  "relative_energy_kcal_mol": 18.9,
  "homo_lumo_gap_ha": 0.329,
  "e_tot_ev": -73368.689
}

Number 1: LUMO level -0.0481 Ha, HOMO energy -8.23 eV. Number 2: LUMO level -0.2625 Ha, HOMO energy -12.19 eV. Number 3: LUMO level 0.0074 Ha, HOMO energy -8.76 eV.